Entry from the Open Molecules 2025 dataset: a single C2H6N4O2 molecule in a non-equilibrium geometry (wB97M-V/def2-TZVPD).

CARTESIAN COORDINATES (ANGSTROEM)
1 C -1.01 1.00 0.50
2 C -0.08 -0.93 -0.59
3 H -0.08 2.64 0.84
4 H 0.71 1.24 1.45
5 H -2.82 0.81 -0.19
6 H -0.22 -1.45 -2.32
7 H 1.75 -1.32 -1.13
8 H 2.29 -1.62 1.18
9 N 0.08 1.71 0.87
10 N -2.04 1.49 -0.10
11 N -0.71 -0.85 -1.66
12 N 1.17 -1.46 -0.30
13 O -0.76 -0.38 0.64
14 O 1.74 -0.87 0.82

Calculated values
SMILES: [H]/N=C(/N)O/C(=N/[H])NO
E_tot in a.u.: -449.222706
Energy relative to the best compared isomer or geometry (same formula, charge and spin) in eV: 2.680
LUMO level in eV: 0.409


Entry from the Open Molecules 2025 dataset: a single C2H6N4O2 molecule in a non-equilibrium geometry (wB97M-V/def2-TZVPD).

CARTESIAN COORDINATES (ANGSTROEM)
1 C -1.25 -0.64 0.64
2 C 2.18 -0.87 -0.28
3 H -1.85 1.26 -0.59
4 H -3.49 1.05 -0.40
5 H -0.95 -1.10 1.56
6 H -0.46 -0.13 -1.11
7 H 2.69 -1.85 -0.57
8 H 2.42 2.04 0.49
9 N -2.64 0.58 -0.55
10 N -2.45 -0.36 0.51
11 N -0.13 -0.18 -0.15
12 N 2.90 0.17 -0.19
13 O 0.88 -1.08 0.05
14 O 2.15 1.11 0.58

Calculated values
SMILES: N/N=C\NO/C=N\O
E_tot in a.u.: -449.113565
Energy relative to the best compared isomer or geometry (same formula, charge and spin) in eV: 5.649
LUMO level in eV: 0.772


Entry from the Open Molecules 2025 dataset: a molecular structure, C2H6N4O2 (wB97M-V/def2-TZVPD).

CARTESIAN COORDINATES (ANGSTROEM)
1 N -0.89 1.13 -0.87
2 N 0.64 1.02 1.01
3 C 0.38 0.42 -0.84
4 N -1.82 0.78 -0.09
5 C 0.26 -1.10 -0.62
6 O -0.02 0.17 1.94
7 N 1.16 -1.90 -0.99
8 O 1.30 0.85 -1.53
9 H 0.43 -0.70 1.97
10 H 1.62 0.70 0.97
11 H -1.68 0.14 0.70
12 H -2.64 1.37 -0.07
13 H 1.91 -1.36 -1.44
14 H -0.64 -1.51 -0.15

Calculated values
E_tot in a.u.: -449.097940
Energy relative to the best compared isomer or geometry (same formula, charge and spin) in eV: 6.075
LUMO level (alpha / beta) in eV: -1.060 / -1.604


Entry from the Open Molecules 2025 dataset: a molecular structure, C2H6N4O2 in a non-equilibrium geometry (wB97M-V/def2-TZVPD).

CARTESIAN COORDINATES (ANGSTROEM)
1 C 0.12 -0.60 1.49
2 C 0.82 0.39 -1.75
3 H -1.08 -1.00 3.12
4 H -1.09 0.66 2.42
5 H 1.72 -1.77 1.36
6 H 1.78 0.45 -2.27
7 H -0.37 1.26 -3.41
8 H -1.29 0.62 -0.68
9 N -0.95 -0.34 2.35
10 N 0.92 -1.49 1.97
11 N 1.11 -0.14 -0.62
12 N -0.18 1.03 -2.42
13 O 0.03 -0.02 0.28
14 O -1.55 0.96 -1.84

Calculated values
E_tot in a.u.: -449.128749
Energy relative to the best compared isomer or geometry (same formula, charge and spin) in eV: 5.236
LUMO level in eV: 0.610


Entry from the Open Molecules 2025 dataset: a single C2H6N4S molecule in a non-equilibrium geometry (wB97M-V/def2-TZVPD).

CARTESIAN COORDINATES (ANGSTROEM)
1 C 0.95 0.60 0.05
2 C -1.19 0.96 0.03
3 H 2.05 -1.86 0.96
4 H 1.01 -1.61 -0.63
5 H 3.13 0.37 -0.05
6 H 1.00 1.68 0.13
7 H -1.07 2.07 -0.13
8 H -4.39 -0.50 -0.26
9 N 2.13 -1.43 -0.17
10 N 2.14 -0.04 0.00
11 N -0.21 0.03 0.15
12 N -2.45 0.68 -0.13
13 S -3.09 -0.94 0.05

Calculated values
SMILES: NN/C=N/C=N\S
E_tot in a.u.: -696.900115
Energy relative to the best compared isomer or geometry (same formula, charge and spin) in eV: 3.427
LUMO level in eV: 0.669


Entry from the Open Molecules 2025 dataset: a gas-phase ion, C2H6N5 (charge +1) in a non-equilibrium geometry (wB97M-V/def2-TZVPD).

CARTESIAN COORDINATES (ANGSTROEM)
1 C 1.39 1.01 0.31
2 C -0.70 0.11 0.08
3 N 2.18 1.83 0.43
4 N -1.40 -1.00 -0.25
5 N -1.20 1.27 0.47
6 N 1.30 -1.25 -0.30
7 N 0.64 -0.04 0.00
8 H -2.39 -1.11 -0.44
9 H -0.72 -1.68 -0.58
10 H -2.15 1.71 0.42
11 H -0.54 2.04 0.24
12 H 2.07 -1.09 -0.92
13 H 1.53 -1.80 0.54

Calculated values
SMILES: N#C[N+](N)=C(N)N
E_tot in a.u.: -353.295634
Net charge: +1
Energy relative to the best compared isomer or geometry (same formula, charge and spin) in eV: 1.352
LUMO level in eV: -3.676


Entry from the Open Molecules 2025 dataset: a single C2H6N5PS molecule in a non-equilibrium geometry (wB97M-V/def2-TZVPD).

CARTESIAN COORDINATES (ANGSTROEM)
1 C 1.98 1.20 0.03
2 C 1.96 -1.30 0.02
3 N 2.40 -0.11 0.17
4 N 0.93 1.91 -0.13
5 N -0.37 1.65 -0.27
6 N -1.64 0.00 1.39
7 N -2.08 -0.20 -1.23
8 P -0.85 0.08 -0.11
9 S 0.31 -1.67 -0.40
10 H 2.87 1.78 -0.17
11 H 2.53 -2.15 0.07
12 H -2.33 -0.77 1.66
13 H -0.82 0.01 2.00
14 H -1.94 -0.27 -2.23
15 H -2.97 -0.15 -0.80

Calculated values
SMILES: NP1(N)=NN=CN=CS1
E_tot in a.u.: -1093.050786
Energy relative to the best compared isomer or geometry (same formula, charge and spin) in eV: 2.994
LUMO level in eV: 0.150


Entry from the Open Molecules 2025 dataset: a single C2H6N6 molecule in a non-equilibrium geometry (wB97M-V/def2-TZVPD).

CARTESIAN COORDINATES (ANGSTROEM)
1 C 0.11 -0.41 -0.06
2 C -2.33 -0.25 -0.13
3 H 3.24 -0.08 -0.84
4 H 2.97 0.31 0.75
5 H 1.78 -1.60 0.44
6 H -3.35 -0.08 0.12
7 H -2.29 1.73 0.45
8 H 0.26 1.73 -0.54
9 N 2.44 0.19 -0.05
10 N 1.55 -0.77 -0.12
11 N -0.49 -1.36 0.06
12 N -1.92 -1.46 -0.08
13 N -1.71 1.06 -0.14
14 N -0.25 0.99 0.13

Calculated values
SMILES: NNC1=NN=CNN1
E_tot in a.u.: -408.131445
Energy relative to the best compared isomer or geometry (same formula, charge and spin) in eV: 4.476
LUMO level in eV: 0.869


Entry from the Open Molecules 2025 dataset: a gas-phase ion, C2H6N7O4 (charge +1) in a non-equilibrium geometry (wB97M-V/def2-TZVPD).

CARTESIAN COORDINATES (ANGSTROEM)
1 C -0.99 -0.24 -0.75
2 C -0.55 0.69 0.41
3 N 0.97 0.64 0.18
4 N 1.27 -0.52 -0.45
5 N 0.07 -0.93 -1.15
6 N -2.25 -0.41 -1.07
7 N -1.01 0.22 1.70
8 N 1.61 1.85 -0.39
9 N 1.75 -1.64 0.54
10 O 0.94 2.82 -0.15
11 O 2.63 1.64 -0.91
12 O 2.65 -1.31 1.17
13 O 1.21 -2.66 0.39
14 H -1.10 1.66 0.21
15 H -0.09 -1.84 -1.47
16 H -2.83 0.47 -0.76
17 H -2.60 -0.96 -1.88
18 H -0.35 -0.52 2.15
19 H -1.32 1.07 2.26

Calculated values
SMILES: N[C@@H]1C(=[NH2+])NN([N+](=O)[O-])N1[N+](=O)[O-]
E_tot in a.u.: -763.485305
Net charge: +1
Energy relative to the best compared isomer or geometry (same formula, charge and spin) in eV: 1.190
LUMO level in eV: -4.504


Entry from the Open Molecules 2025 dataset: 2 unconnected molecules or ions with the total composition C2H6NO in a non-equilibrium geometry (wB97M-V/def2-TZVPD).

CARTESIAN COORDINATES (ANGSTROEM)
1 C 1.87 -0.14 -0.17
2 C -1.36 -0.17 0.64
3 N -2.01 0.13 -0.44
4 O 3.11 -0.14 -0.35
5 H 1.37 0.74 -0.60
6 H -0.26 -0.18 0.78
7 H -1.89 -0.16 1.69
8 H -1.46 0.00 -1.25
9 H 3.61 -0.76 0.25
10 H -2.99 0.68 -0.55

Calculated values
E_tot in a.u.: -209.364626
Net charge: +1
Energy relative to the best compared isomer or geometry (same formula, charge and spin) in eV: 4.383
LUMO level in eV: -5.901


Entry from the Open Molecules 2025 dataset: a gas-phase ion, C2H6NO (charge +2) (wB97M-V/def2-TZVPD).

CARTESIAN COORDINATES (ANGSTROEM)
1 O -1.06 -1.54 0.62
2 C -0.41 -0.71 1.19
3 C 0.38 0.30 0.32
4 N 0.01 0.32 -1.13
5 H -0.32 -0.68 2.30
6 H 0.28 1.29 0.76
7 H 1.43 0.04 0.45
8 H -0.77 0.96 -1.30
9 H 0.78 0.61 -1.75
10 H -0.31 -0.60 -1.46

Calculated values
E_tot in a.u.: -208.949711
Net charge: +2
2S+1: 2
Energy relative to the best compared isomer or geometry (same formula, charge and spin) in eV: 0.070
LUMO level (alpha / beta) in eV: -11.835 / -15.675


Entry from the Open Molecules 2025 dataset: 2 unconnected molecules or ions with the total composition C2H6NO2 in a non-equilibrium geometry (wB97M-V/def2-TZVPD).

CARTESIAN COORDINATES (ANGSTROEM)
1 C -2.94 -0.04 0.13
2 C 2.35 0.04 -0.24
3 N -1.82 -0.42 0.59
4 O -0.77 0.05 -0.01
5 O 1.85 0.12 1.01
6 H -3.88 -0.46 0.34
7 H -3.04 0.66 -0.75
8 H 0.88 0.00 0.81
9 H 3.43 0.01 -0.19
10 H 2.02 0.93 -0.89
11 H 1.93 -0.91 -0.80

Calculated values
E_tot in a.u.: -284.969461
Net charge: -1
Energy relative to the best compared isomer or geometry (same formula, charge and spin) in eV: 3.853
LUMO level in eV: 4.339


Entry from the Open Molecules 2025 dataset: a single C2H6NO2P molecule in a non-equilibrium geometry (wB97M-V/def2-TZVPD).

CARTESIAN COORDINATES (ANGSTROEM)
1 C -1.72 0.48 -1.37
2 C 1.56 -1.30 1.25
3 N 1.05 -0.04 0.70
4 O -0.20 0.57 1.04
5 O 0.13 2.55 -0.69
6 P -0.21 1.16 -0.47
7 H -1.83 -0.67 -1.20
8 H -2.65 0.91 -1.01
9 H -1.34 1.03 -2.33
10 H 1.62 -1.18 2.33
11 H 1.04 -2.19 0.94
12 H 2.55 -1.32 0.80

Calculated values
SMILES: CN1O[P@@]1(C)=O
E_tot in a.u.: -626.249557
Energy relative to the best compared isomer or geometry (same formula, charge and spin) in eV: 4.649
LUMO level (alpha / beta) in eV: -0.451 / -0.518


Entry from the Open Molecules 2025 dataset: a single C2H6NO2P molecule in a non-equilibrium geometry (wB97M-V/def2-TZVPD).

CARTESIAN COORDINATES (ANGSTROEM)
1 C 0.49 -0.42 -0.43
2 C 1.55 0.58 -0.29
3 N -1.95 -1.20 0.14
4 O 0.69 -1.55 -0.71
5 O -1.78 1.10 -1.20
6 P -1.16 0.20 -0.22
7 H 1.07 1.50 0.21
8 H 2.02 0.73 -1.25
9 H 2.31 0.25 0.47
10 H -3.01 -1.05 0.25
11 H -1.59 -1.63 0.97
12 H -0.94 0.85 0.95

Calculated values
SMILES: CC(=O)[P@H](N)=O
E_tot in a.u.: -626.397853
Energy relative to the best compared isomer or geometry (same formula, charge and spin) in eV: 0.613
LUMO level in eV: 0.145


Entry from the Open Molecules 2025 dataset: a gas-phase ion, C2H6NO3 (charge +1) in a non-equilibrium geometry (wB97M-V/def2-TZVPD).

CARTESIAN COORDINATES (ANGSTROEM)
1 C -0.41 -0.36 -0.40
2 C 0.81 0.22 0.33
3 N 0.90 1.52 0.18
4 O -1.39 0.60 -0.47
5 O 1.52 -0.72 0.90
6 O -0.77 -1.54 0.14
7 H -0.16 -0.34 -1.55
8 H -2.22 0.34 -0.01
9 H 1.73 2.04 0.46
10 H 0.17 2.05 -0.26
11 H 1.21 -1.64 0.97
12 H -1.39 -2.18 -0.28

Calculated values
SMILES: [NH2+]=C(O)C(O)O
E_tot in a.u.: -360.001785
Net charge: +1
Energy relative to the best compared isomer or geometry (same formula, charge and spin) in eV: 0.942
LUMO level in eV: -4.352


Entry from the Open Molecules 2025 dataset: a single C2H6NO3P molecule in a non-equilibrium geometry (wB97M-V/def2-TZVPD).

CARTESIAN COORDINATES (ANGSTROEM)
1 N -1.46 0.27 -1.05
2 P -0.49 -1.09 -0.49
3 O 0.67 -1.40 -1.73
4 C 0.54 -0.63 1.03
5 O 0.15 0.60 1.70
6 C 0.51 1.74 0.96
7 O 1.40 1.78 0.09
8 H -1.74 0.16 -2.03
9 H -2.28 0.37 -0.44
10 H 0.73 -2.38 -1.79
11 H 0.40 -1.48 1.79
12 H 1.67 -0.61 0.80
13 H -0.12 2.68 1.15

Calculated values
SMILES: NP(O)COC=O
E_tot in a.u.: -701.612805
Energy relative to the best compared isomer or geometry (same formula, charge and spin) in eV: 2.369
LUMO level in eV: 0.860


Entry from the Open Molecules 2025 dataset: 2 unconnected molecules or ions with the total composition C2H6NO3P in a non-equilibrium geometry (wB97M-V/def2-TZVPD).

CARTESIAN COORDINATES (ANGSTROEM)
1 C 2.30 0.42 0.77
2 C -2.15 -0.76 -0.96
3 N 2.80 -0.55 -0.17
4 O -0.36 -1.29 1.11
5 O 3.79 -1.21 -0.03
6 O 2.13 -0.55 -1.17
7 P -1.13 -2.07 0.11
8 H 2.10 1.40 0.28
9 H 2.87 0.65 1.74
10 H 1.27 0.08 1.12
11 H -1.71 0.08 -0.54
12 H -1.66 -0.90 -1.86
13 H -3.22 -0.75 -1.01

Calculated values
SMILES: C[N+](=O)[O-].CP=O
E_tot in a.u.: -701.497017
Energy relative to the best compared isomer or geometry (same formula, charge and spin) in eV: 5.520
LUMO level in eV: -0.866


Entry from the Open Molecules 2025 dataset: a molecular structure, C2H6NO3S in a non-equilibrium geometry (wB97M-V/def2-TZVPD).

CARTESIAN COORDINATES (ANGSTROEM)
1 C 1.62 0.56 1.41
2 C -0.68 -1.20 -1.65
3 N 0.76 1.37 0.54
4 O -1.42 2.13 -0.11
5 O -1.12 -0.60 0.05
6 O -1.39 -2.12 -1.98
7 S -0.74 1.23 0.83
8 H 1.25 0.38 2.39
9 H 1.63 -0.35 0.86
10 H 2.58 0.92 1.48
11 H 0.26 -1.44 -1.42
12 H -0.72 -0.22 -2.18
13 H -2.04 -0.67 -0.22

Calculated values
E_tot in a.u.: -758.415400
Net charge: -1
Energy relative to the best compared isomer or geometry (same formula, charge and spin) in eV: 3.511
LUMO level in eV: 3.736


Entry from the Open Molecules 2025 dataset: 2 unconnected molecules or ions with the total composition C2H6NO4PS in a non-equilibrium geometry (wB97M-V/def2-TZVPD).

CARTESIAN COORDINATES (ANGSTROEM)
1 C -1.46 -0.25 0.24
2 C 0.02 -0.48 0.77
3 N -1.39 1.07 -0.33
4 O 1.00 0.69 -1.49
5 O 1.39 -2.15 -0.98
6 O 2.33 -0.27 0.46
7 O 1.23 2.13 0.46
8 P 1.48 -1.72 0.55
9 S 1.08 0.78 -0.02
10 H -2.17 -0.33 1.05
11 H -1.75 -0.84 -0.63
12 H 0.18 -0.09 2.17
13 H -2.11 1.17 -1.05
14 H 1.79 -1.52 -1.60
15 H -1.62 1.83 0.41

Calculated values
E_tot in a.u.: -1175.004934
Energy relative to the best compared isomer or geometry (same formula, charge and spin) in eV: 4.073
LUMO level in eV: 0.405


Entry from the Open Molecules 2025 dataset: 3 unconnected molecules or ions with the total composition C2H6NO5 in a non-equilibrium geometry (wB97M-V/def2-TZVPD).

CARTESIAN COORDINATES (ANGSTROEM)
1 O 1.25 0.52 -2.84
2 C 2.02 0.00 -2.06
3 N 1.77 -0.58 -0.87
4 C 0.51 -1.03 -0.22
5 O -0.53 -0.85 -0.85
6 O 0.73 -1.54 0.89
7 H 3.11 0.02 -2.28
8 H 2.57 -0.91 -0.33
9 H -4.74 0.67 0.57
10 H -3.40 0.45 1.18
11 O -4.26 0.87 1.39
12 H 0.88 0.24 1.99
13 H -0.19 1.14 1.31
14 O 0.30 1.01 2.13

Calculated values
E_tot in a.u.: -510.874241
Net charge: -1
Energy relative to the best compared isomer or geometry (same formula, charge and spin) in eV: 1.107
LUMO level in eV: 3.675